# C47H53BrKN5O2P2

C47H53BrKN5O2P2 as an isolated structure in a non-equilibrium geometry (ωB97M-V/def2-TZVPD, the Open Molecules 2025 dataset).

Each line ends with the Löwdin charge.
CARTESIAN COORDINATES (ANGSTROEM)
K -0.28 2.16 -0.63  0.6469
N 0.54 4.97 -0.58  -0.0103
C 1.97 4.72 -0.11  -0.2051
C 2.80 3.72 -1.00  -0.1816
N 2.40 2.30 -1.15  -0.2170
C 3.11 1.45 -0.20  -0.2177
C 3.12 1.81 1.30  -0.2615
N 1.80 1.74 1.84  0.0334
C 2.80 1.85 -2.53  -0.1760
C 2.50 0.43 -3.05  -0.2429
N 1.08 0.08 -3.05  0.0072
H 0.48 5.64 -1.36  0.0694
H 0.11 5.38 0.21  0.0051
H 1.87 4.33 0.88  0.0665
H 2.55 5.66 0.08  0.1161
H 3.85 3.77 -0.67  0.1182
H 2.81 4.21 -1.93  0.0907
H 4.12 1.37 -0.64  0.1175
H 2.62 0.49 -0.29  0.0898
H 3.68 2.75 1.47  0.1114
H 3.85 1.11 1.76  0.1080
H 1.83 2.14 2.76  0.0636
H 1.54 0.77 2.03  0.0449
H 3.88 2.03 -2.67  0.1238
H 2.28 2.62 -3.14  0.0872
H 3.08 -0.26 -2.39  0.0816
H 2.91 0.26 -4.01  0.0939
H 0.83 -0.65 -3.78  0.1046
H 0.54 0.85 -3.35  -0.0317
O -0.79 0.05 0.90  -0.4141
P -0.82 -1.43 0.77  0.7206
C 0.58 -2.00 -0.21  -0.2745
P 2.01 -2.55 0.78  0.7203
O 2.33 -1.60 1.86  -0.3028
C 1.64 -4.23 1.34  -0.2651
C 2.03 -4.59 2.63  -0.0569
C 1.60 -5.83 3.12  -0.0626
C 0.99 -6.75 2.24  -0.0672
C 0.62 -6.36 0.96  -0.0901
C 1.00 -5.13 0.46  -0.0937
C 3.32 -2.58 -0.53  -0.2721
C 3.16 -3.36 -1.70  -0.0595
C 4.03 -3.21 -2.80  -0.0628
C 5.08 -2.32 -2.67  -0.0973
C 5.25 -1.63 -1.49  -0.0904
C 4.34 -1.71 -0.43  -0.1104
C -0.76 -2.11 2.45  -0.2774
C -1.09 -3.40 2.80  -0.0850
C -0.98 -3.80 4.13  -0.0870
C -0.33 -2.96 5.04  -0.0645
C -0.14 -1.60 4.68  -0.0672
C -0.30 -1.18 3.38  -0.1010
C -2.30 -2.11 0.01  -0.2605
C -2.44 -3.22 -0.81  -0.0609
C -3.73 -3.58 -1.27  -0.0633
C -4.82 -2.90 -0.82  -0.1079
C -4.74 -1.82 -0.01  -0.0731
C -3.47 -1.39 0.39  -0.0450
H 0.81 -1.11 -0.79  0.0469
H 0.27 -2.72 -0.99  0.0638
H 2.67 -3.96 3.17  0.0975
H 1.84 -6.10 4.12  0.0983
H 0.71 -7.73 2.62  0.1048
H 0.09 -7.03 0.25  0.1198
H 0.84 -4.90 -0.59  0.0845
H 2.26 -4.03 -1.69  0.0979
H 3.91 -3.81 -3.68  0.0989
H 5.81 -2.15 -3.45  0.1109
H 6.06 -0.90 -1.49  0.1133
H 4.54 -1.01 0.38  0.1115
H -1.53 -4.07 2.06  0.1125
H -1.20 -4.81 4.49  0.1118
H -0.21 -3.34 6.04  0.0944
H 0.44 -0.95 5.41  0.1270
H -0.11 -0.17 3.04  0.0801
H -1.54 -3.73 -1.18  0.0926
H -3.89 -4.47 -1.89  0.1106
H -5.84 -3.16 -1.07  0.1117
H -5.58 -1.35 0.40  0.0928
H -3.33 -0.51 1.03  0.0807
Br 0.16 4.33 -4.60  0.7033
C -1.56 4.26 -3.74  -0.6068
C -2.19 5.45 -3.55  -0.1689
C -3.51 5.42 -3.03  -0.1013
C -4.13 4.24 -2.69  -0.0745
C -3.52 3.01 -2.93  -0.1816
C -4.06 1.70 -2.63  -0.0661
C -3.33 0.57 -2.80  -0.1173
C -2.02 0.65 -3.32  -0.1975
C -1.39 1.81 -3.59  -0.1643
C -2.15 2.99 -3.38  -0.2737
H -1.67 6.41 -3.64  0.0943
H -4.06 6.37 -2.84  0.1060
H -5.15 4.25 -2.33  0.0985
H -5.09 1.65 -2.17  0.1109
H -3.77 -0.35 -2.54  0.0664
H -1.48 -0.30 -3.48  0.0685
C -3.59 1.10 3.09  -0.0437
C -2.78 2.32 2.73  -0.2391
C -1.62 2.58 3.45  -0.0368
C -0.81 3.63 3.07  -0.1395
N -1.00 4.41 1.99  0.0640
C -2.12 4.14 1.28  -0.1648
C -3.08 3.17 1.62  0.0013
H -2.99 0.20 3.31  0.0820
H -4.31 1.01 2.33  0.0496
H -4.15 1.15 4.04  0.0946
H -1.44 1.87 4.23  0.1069
H 0.03 3.90 3.66  0.0925
H -2.30 4.69 0.38  0.1031
H -3.85 3.01 0.89  0.1075

Calculated values
* Kohn-Sham gap: 5.8082 eV
* E_HOMO: -0.20651 hartree
* electronic energy: -166090.0860 eV

# C2H7NO2

A 2-piece molecular cluster, C2H7NO2 overall in a non-equilibrium geometry (ωB97M-V/def2-TZVPD, the Open Molecules 2025 dataset).

Each line ends with the natural charge from an NBO analysis.
CARTESIAN COORDINATES (ANGSTROEM)
C 2.37 0.15 0.38  0.2786
O 2.36 1.20 -0.19  -0.4984
H 2.65 -0.79 -0.13  0.1089
H 2.15 0.07 1.45  0.1100
N -0.96 -1.28 0.59  -0.8551
C -1.02 -0.27 -0.48  0.0810
O -2.26 0.45 -0.47  -0.7253
H -1.51 -2.08 0.31  0.3510
H -1.37 -0.90 1.45  0.3572
H -1.02 -0.86 -1.39  0.1550
H -0.20 0.40 -0.30  0.1786
H -2.90 -0.17 -0.12  0.4585

Calculated values
* Kohn-Sham gap: 10.8707 eV
* SMILES: C=O.NCO
* E_HOMO: -0.36884 hartree
* electronic energy: -7771.2060 eV

# C22H20MnN5O2S

C22H20MnN5O2S as an isolated structure (ωB97M-V/def2-TZVPD, the Open Molecules 2025 dataset).

Each line ends with the natural charge from an NBO analysis.
CARTESIAN COORDINATES (ANGSTROEM)
Mn -0.36 0.40 0.80  1.3723
O 0.70 -3.49 -0.33  -0.5543
C 0.15 -2.52 0.13  0.6357
N 0.72 -1.43 0.74  -0.8460
C 2.07 -1.28 0.73  0.6506
O 2.89 -1.85 0.03  -0.5915
C 2.54 -0.18 1.65  0.1184
C 3.84 -0.20 2.11  -0.1933
C 4.27 0.82 2.94  -0.1268
C 3.38 1.84 3.25  -0.2343
C 2.10 1.79 2.73  0.0661
N 1.66 0.79 1.95  -0.5439
C -1.36 -2.43 0.06  0.1198
C -2.06 -3.52 -0.43  -0.1926
C -3.43 -3.45 -0.51  -0.1326
C -4.06 -2.29 -0.11  -0.2330
C -3.29 -1.24 0.36  0.0604
N -1.95 -1.30 0.46  -0.5299
H 4.49 -1.01 1.80  0.2580
H 5.28 0.83 3.33  0.2369
H 3.66 2.67 3.88  0.2377
H 1.40 2.58 2.93  0.1988
H -1.50 -4.40 -0.73  0.2622
H -4.01 -4.29 -0.89  0.2356
H -5.14 -2.18 -0.16  0.2372
H -3.76 -0.33 0.67  0.1888
C -1.92 2.10 3.14  -0.2083
C -2.71 1.56 2.13  -0.2321
C -2.54 1.95 0.80  -0.2137
C -1.52 2.84 0.48  -0.2592
C -0.71 3.38 1.49  -0.2087
C -0.94 3.03 2.82  -0.2020
H -2.08 1.82 4.17  0.2419
H -3.50 0.87 2.41  0.2366
H -3.21 1.61 0.03  0.2368
H -1.40 3.18 -0.54  0.2571
H 0.06 4.09 1.23  0.2416
H -0.36 3.49 3.61  0.2337
C 0.02 0.94 -4.75  -0.4045
N 0.78 -0.07 -4.02  -0.3287
C 1.53 -1.08 -4.59  -0.0631
C 2.06 -1.79 -3.58  -0.0511
N 1.62 -1.21 -2.41  -0.5087
C 0.83 -0.16 -2.68  0.2912
S -0.01 0.93 -1.65  -0.3964
H 0.18 0.78 -5.81  0.2237
H 0.36 1.94 -4.47  0.2300
H -1.04 0.85 -4.52  0.2270
H 1.62 -1.19 -5.65  0.2397
H 2.71 -2.65 -3.58  0.2523
H 1.93 -1.51 -1.49  0.4643

Calculated values
* Kohn-Sham gap (spin up / spin down): 8.1770 / 8.1413 eV
* total charge: +1
* spin multiplicity: 6
* E_HOMO (spin up / spin down): -0.40216 / -0.40517 hartree
* <S²>: 8.755
* electronic energy: -76837.4707 eV

# C12H20BrCl2ErFN2O5P2S

C12H20BrCl2ErFN2O5P2S as an isolated structure in a non-equilibrium geometry (ωB97M-V/def2-TZVPD, the Open Molecules 2025 dataset).

Each line ends with the natural charge from an NBO analysis.
CARTESIAN COORDINATES (ANGSTROEM)
C -0.01 3.51 1.40  -0.0891
C -0.18 2.55 0.40  0.0836
C 0.45 1.16 0.36  -0.2696
C 1.04 1.01 -1.10  -0.1556
Cl 1.10 2.60 -2.04  -0.0590
C 2.47 0.47 -1.31  -0.4776
C 2.61 0.05 -2.79  -0.5139
C 1.52 1.11 1.45  0.5862
F 0.97 1.41 2.65  -0.3293
Br 2.90 2.49 1.23  0.1590
O 2.17 -0.10 1.54  -0.6982
S 1.26 -1.46 1.78  2.3386
O 0.89 -1.50 3.14  -0.8257
O 2.06 -2.53 1.30  -0.8726
C -0.24 -1.36 0.68  -0.5873
C 0.29 -2.04 -0.64  -0.5660
C -0.56 -2.06 -1.86  0.2328
N -0.06 -1.65 -2.97  -0.7919
P -1.38 -2.67 1.47  1.5298
O -1.79 -2.46 2.87  -1.0332
C -0.73 0.11 0.61  -0.3090
C -1.47 0.38 1.98  -0.2806
N -2.83 -0.10 1.93  -0.8752
P -2.02 0.50 -0.78  1.0619
O -2.81 1.73 -0.07  -1.0017
Cl -3.44 -0.96 -0.96  -0.2012
H 0.54 4.42 1.14  0.2885
H -0.39 3.42 2.41  0.2946
H -0.91 2.84 -0.35  0.2895
H 0.37 0.42 -1.71  0.2434
H 2.76 -0.38 -0.69  0.2784
H 3.23 1.22 -1.18  0.2744
H 2.85 -1.00 -2.93  0.2759
H 1.68 0.27 -3.32  -0.0304
H 3.39 0.64 -3.27  0.2555
H 1.29 -1.75 -0.92  0.2546
H 0.41 -3.10 -0.40  0.3108
H -1.55 -2.50 -1.89  0.2273
H -0.76 -1.78 -3.70  0.3468
H -2.47 -2.90 0.61  -0.0327
H -0.55 -3.81 1.37  -0.0347
H -0.95 -0.13 2.78  0.2776
H -1.44 1.43 2.28  0.1908
H -3.47 0.68 1.96  0.3848
H -3.05 -0.63 2.77  0.4285
H -3.65 1.84 -0.55  0.5380
Er 0.51 0.62 -4.66  1.8829

Calculated values
* Kohn-Sham gap (spin up / spin down): 5.9018 / 5.6747 eV
* total charge: +3
* spin multiplicity: 4
* E_HOMO (spin up / spin down): -0.64531 / -0.64542 hartree
* <S²>: 3.760
* electronic energy: -180788.4578 eV